Formula: C44H118N10O12
Source: OMol25
Level of theory: ωB97M-V/def2-TZVPD

Properties
Energy above the lowest of the compared OMol25 structures with the same formula, charge and spin: 573.49 kJ/mol
Electronic energy: -86999.2875 eV
SMILES: COC[C@H](C)N.COC[C@H](C)N.COC[C@H](C)N.COC[C@H](C)N.COC[C@H](C)N.COC[C@H](C)N.COC[C@H](C)N.COC[C@H](C)N.COCCNCCOC.COCCNCCOC
Total charge: 0

Last column: Löwdin charge in e.
Cartesian coordinates (Å):
C1 4.634 -2.246 6.868  -0.112
O1 3.317 -1.711 6.919  -0.192
C2 2.693 -1.376 5.632  -0.112
C3 1.913 -2.631 5.053  -0.432
C4 2.663 -3.996 5.181  -0.051
N1 1.433 -2.458 3.750  0.056
H1 5.299 -1.584 6.315  0.070
H2 4.739 -3.249 6.455  0.063
H3 4.956 -2.341 7.905  0.091
H4 2.031 -0.520 5.767  0.102
H5 3.452 -0.919 4.997  0.099
H6 0.982 -2.822 5.586  0.091
H7 2.041 -4.766 4.724  0.065
H8 2.719 -4.370 6.204  0.079
H9 3.649 -3.967 4.717  0.077
H10 0.800 -3.239 3.649  0.067
H11 0.713 -1.750 3.743  0.049
C5 7.130 2.070 -0.052  -0.086
O2 6.715 1.679 1.260  -0.198
C6 7.679 1.006 2.037  -0.215
C7 7.129 0.573 3.377  -0.425
C8 8.060 -0.205 4.237  -0.093
N2 6.032 -0.434 3.217  0.051
H12 6.317 2.511 -0.629  0.087
H13 7.391 1.218 -0.680  0.082
H14 8.008 2.696 0.106  0.087
H15 7.872 0.019 1.616  0.125
H16 8.670 1.452 2.127  0.131
H17 6.776 1.431 3.950  0.133
H18 7.649 -0.714 5.109  0.076
H19 8.866 0.448 4.573  0.076
H20 8.697 -0.902 3.692  0.082
H21 5.370 -0.126 2.519  0.052
H22 5.534 -0.648 4.069  0.036
C9 -2.947 -3.928 -3.475  -0.142
O3 -2.780 -3.480 -4.771  -0.212
C10 -3.249 -4.452 -5.700  -0.158
C11 -2.383 -4.531 -7.075  -0.411
C12 -1.957 -3.175 -7.584  -0.074
N3 -3.153 -5.075 -8.186  0.022
H23 -2.371 -4.815 -3.210  0.090
H24 -4.002 -4.119 -3.283  0.093
H25 -2.475 -3.192 -2.824  0.091
H26 -3.346 -5.487 -5.372  0.116
H27 -4.258 -4.168 -5.997  0.115
H28 -1.537 -5.202 -6.924  0.128
H29 -1.221 -3.208 -8.388  0.074
H30 -1.488 -2.721 -6.711  0.050
H31 -2.748 -2.446 -7.764  0.086
H32 -3.468 -5.972 -7.845  0.063
H33 -3.991 -4.524 -8.309  0.068
C13 5.274 -3.382 -10.073  -0.108
O4 4.052 -2.764 -9.668  -0.174
C14 2.944 -3.662 -9.617  -0.202
C15 2.992 -4.626 -8.415  -0.410
C16 1.691 -5.474 -8.378  -0.068
N4 2.872 -3.924 -7.139  0.018
H34 6.084 -2.654 -10.135  0.088
H35 5.140 -3.693 -11.109  0.077
H36 5.577 -4.334 -9.637  0.079
H37 1.997 -3.138 -9.482  0.122
H38 2.785 -4.235 -10.530  0.118
H39 3.871 -5.267 -8.350  0.129
H40 1.588 -5.968 -9.344  0.076
H41 0.879 -4.797 -8.111  0.051
H42 1.531 -6.227 -7.607  0.077
H43 1.986 -3.481 -6.940  0.055
H44 3.649 -3.329 -6.890  0.070
C17 -1.216 -4.319 5.545  -0.087
O5 -1.810 -4.447 4.231  -0.186
C18 -3.083 -3.817 4.059  -0.163
C19 -2.957 -2.318 3.551  -0.423
C20 -2.358 -1.287 4.534  -0.068
N5 -4.181 -1.729 3.151  0.032
H45 -0.212 -4.737 5.470  0.070
H46 -1.781 -4.868 6.299  0.094
H47 -0.929 -3.309 5.836  0.061
H48 -3.740 -4.405 3.419  0.114
H49 -3.612 -3.857 5.012  0.114
H50 -2.195 -2.211 2.779  0.121
H51 -2.955 -0.376 4.501  0.072
H52 -1.319 -1.117 4.251  0.048
H53 -2.445 -1.641 5.561  0.076
H54 -4.906 -2.364 2.848  0.075
H55 -4.461 -1.086 3.878  0.059
C21 -5.926 5.939 -1.502  -0.106
O6 -6.221 4.592 -1.097  -0.179
C22 -5.229 4.011 -0.271  -0.212
C23 -3.828 3.674 -0.793  -0.384
C24 -3.096 2.600 0.047  -0.084
N6 -3.021 4.893 -0.765  0.049
H56 -5.388 6.546 -0.774  0.076
H57 -6.932 6.350 -1.588  0.082
H58 -5.420 6.066 -2.459  0.082
H59 -5.190 4.633 0.624  0.123
H60 -5.639 3.055 0.053  0.110
H61 -3.920 3.015 -1.656  0.126
H62 -3.559 1.620 -0.069  0.070
H63 -2.897 2.726 1.112  0.065
H64 -2.084 2.390 -0.298  0.064
H65 -2.052 4.744 -1.010  0.059
H66 -3.030 5.427 0.092  0.055
C25 3.927 3.639 2.576  -0.049
O7 3.768 3.103 3.917  -0.189
C26 2.514 3.227 4.531  -0.254
C27 2.525 2.739 5.909  -0.464
C28 1.280 2.968 6.773  -0.046
N7 3.554 3.414 6.629  0.045
H67 4.966 3.493 2.281  0.075
H68 3.612 4.678 2.479  0.071
H69 3.365 3.013 1.882  0.065
H70 2.326 4.301 4.505  0.123
H71 1.677 2.762 4.011  0.109
H72 2.712 1.674 5.772  0.127
H73 1.281 2.563 7.785  0.081
H74 0.442 2.481 6.275  0.066
H75 1.121 4.039 6.904  0.072
H76 3.324 4.396 6.682  0.073
H77 4.296 3.478 5.947  0.063
C29 -1.337 5.682 4.838  -0.075
O8 -0.985 5.247 3.501  -0.211
C30 -0.967 6.268 2.520  -0.184
C31 0.330 6.044 1.648  -0.420
C32 0.546 4.580 1.319  -0.074
N8 1.469 6.368 2.440  0.039
H78 -2.350 6.085 4.816  0.087
H79 -0.648 6.307 5.407  0.084
H80 -1.328 4.747 5.399  0.079
H81 -1.940 6.227 2.030  0.108
H82 -0.786 7.281 2.878  0.119
H83 0.365 6.684 0.767  0.141
H84 1.461 4.522 0.730  0.081
H85 -0.284 4.308 0.667  0.056
H86 0.545 3.868 2.145  0.059
H87 1.672 7.347 2.297  0.080
H88 1.045 6.319 3.356  0.059
C33 -0.731 0.850 2.545  -0.109
O9 0.320 0.069 1.988  -0.205
C34 1.555 0.778 1.557  -0.178
C35 2.363 -0.118 0.682  -0.232
N9 1.698 -0.156 -0.610  -0.032
C36 2.056 -1.341 -1.346  -0.236
C37 1.887 -1.409 -2.818  -0.209
O10 0.479 -1.665 -2.996  -0.173
C38 0.194 -2.020 -4.312  -0.136
H89 -0.552 1.222 3.554  0.082
H90 -1.672 0.303 2.493  0.076
H91 -0.912 1.726 1.922  0.060
H92 2.056 1.024 2.493  0.105
H93 1.348 1.710 1.031  0.109
H94 2.503 -1.084 1.167  0.115
H95 3.382 0.267 0.705  0.114
H96 0.735 -0.274 -0.326  0.102
H97 1.501 -2.183 -0.933  0.135
H98 3.099 -1.565 -1.124  0.120
H99 2.607 -2.206 -2.999  0.119
H100 2.196 -0.611 -3.493  0.128
H101 -0.533 -1.357 -4.782  0.065
H102 -0.116 -3.061 -4.401  0.085
H103 1.054 -1.916 -4.973  0.074
C39 -9.099 0.138 0.150  -0.176
O11 -8.660 0.141 -1.134  -0.174
C40 -7.325 0.723 -1.278  -0.183
C41 -6.734 0.064 -2.493  -0.212
N10 -5.285 0.193 -2.566  -0.046
C42 -4.863 -0.535 -3.738  -0.217
C43 -3.384 -0.226 -3.874  -0.220
O12 -3.211 1.165 -4.110  -0.189
C44 -1.858 1.479 -4.105  -0.130
H104 -10.123 -0.219 0.255  0.088
H105 -9.096 1.148 0.560  0.085
H106 -8.484 -0.456 0.826  0.083
H107 -6.694 0.552 -0.406  0.112
H108 -7.320 1.813 -1.277  0.114
H109 -7.170 0.562 -3.359  0.121
H110 -7.017 -0.987 -2.543  0.129
H111 -5.014 1.153 -2.725  0.097
H112 -5.499 -0.316 -4.596  0.124
H113 -4.805 -1.621 -3.665  0.109
H114 -3.025 -0.799 -4.729  0.113
H115 -2.905 -0.411 -2.912  0.129
H116 -1.600 2.424 -4.584  0.092
H117 -1.379 0.880 -4.879  0.070
H118 -1.345 1.228 -3.177  0.092